No. 1
Entry from OMol25: C29H39BF4N6NbO3 as an isolated structure (wB97M-V/def2-TZVPD).

```
83
Properties=species:S:1:pos:R:3:forces:R:3:mulliken_charge:R:1
C 2.896290 -0.440580 3.133466 0.717 -1.286 -0.016 -0.8563
N 2.302881 -1.314236 2.117585 -1.099 0.533 -0.862 0.3868
C 0.898078 -1.631628 2.343170 0.260 -0.417 0.892 -1.1041
B 2.640294 -1.054151 0.740554 0.771 2.258 0.375 0.5765
O 1.714652 -0.556612 -0.173287 -1.097 -0.628 0.109 -0.4598
Nb 4.764441 -1.467837 -0.108731 2.062 -2.352 0.362 -0.7690
C 5.215175 -3.203092 1.295344 -0.157 -0.425 0.562 -1.2140
C 4.106562 -4.016621 1.772095 -0.428 -1.324 -0.387 0.0972
O 3.757688 -5.105526 1.302240 0.306 0.936 0.242 -0.6081
C 6.901775 -1.411914 -0.949218 -0.824 1.711 0.566 -1.1795
C 7.133956 -0.323312 -1.984181 0.547 -0.076 -0.076 -0.3457
C 6.875093 -0.741066 -3.405107 0.054 -1.110 -0.172 0.4818
N 6.409340 0.282755 -4.240818 0.093 -0.510 -0.033 -0.5940
O 7.110840 -1.869509 -3.821948 0.112 1.280 0.156 -0.6171
C 3.960209 -2.779334 -1.828703 -0.133 -0.035 -0.451 0.9865
F 2.596262 -2.980589 -1.661020 -0.472 -0.096 0.305 -0.3946
F 4.068730 -2.209199 -3.081817 0.059 0.119 -0.326 -0.2668
C 4.514254 -4.190987 -1.956499 -0.514 -0.545 -0.089 0.1166
F 5.755410 -4.188436 -2.470050 0.500 0.155 -0.062 -0.2317
F 3.733462 -4.917754 -2.830084 0.017 -0.002 -0.136 -0.3418
H 2.162570 0.211698 3.597169 -0.204 0.192 -0.129 0.1328
H 3.366835 -1.051130 3.906940 -0.076 -0.001 0.384 0.2281
H 3.703277 0.117864 2.682423 0.093 0.349 -0.074 0.3149
H 0.386379 -1.911810 1.433448 -0.029 0.138 -0.308 0.3567
H 0.822255 -2.488218 3.018117 -0.024 -0.131 0.111 0.3040
H 0.380499 -0.815339 2.843006 -0.249 0.295 -0.137 0.2493
H 1.808745 0.395240 -0.260429 0.272 -0.053 -0.251 0.2303
H 4.405988 0.001413 -1.165759 -0.238 -0.067 0.096 -0.0687
H 5.308759 -0.268792 1.188474 -0.211 0.270 -0.240 0.0002
H 5.964349 -3.831829 0.816368 0.027 -0.091 -0.447 0.5290
H 5.702539 -2.756383 2.163437 -0.050 0.508 0.041 0.6017
H 3.521974 -3.622775 2.621208 0.084 0.200 0.001 0.2537
H 7.233328 -2.398233 -1.260913 -0.284 -0.256 -0.269 0.3885
H 7.479418 -1.147326 -0.063316 0.183 -0.030 0.219 0.5870
H 6.558877 0.566546 -1.763737 -0.117 0.156 0.047 0.2810
H 8.179929 0.000775 -1.964860 0.220 0.060 -0.280 0.3321
H 5.540409 0.671901 -3.897662 0.100 0.264 0.082 0.2726
H 6.307890 -0.088502 -5.175644 -0.232 0.008 -0.074 0.3082
H 4.512356 -4.740211 -1.019135 -0.068 0.034 0.261 0.1087
N 0.034522 2.333342 3.963671 -0.040 -0.006 0.065 -0.4615
C -0.640199 2.832978 2.931519 0.133 -0.016 -0.075 -0.2860
C -2.015547 3.003740 2.922255 0.003 -0.011 0.036 -0.4488
C -2.733332 2.634604 4.047516 -0.136 0.048 0.018 0.0759
C -2.046413 2.114152 5.132821 0.049 0.008 -0.061 -0.4558
C -0.668291 1.984594 5.039303 0.049 -0.023 -0.006 -0.2153
H -0.041558 3.102994 2.068114 -0.037 0.012 -0.021 0.3653
H -2.511029 3.412232 2.052067 0.010 -0.002 -0.017 0.4178
H -3.810630 2.744802 4.071982 -0.004 -0.065 0.000 0.3006
H -2.566652 1.808441 6.030381 0.012 -0.006 0.014 0.3573
H -0.091810 1.576509 5.862972 -0.039 -0.005 0.026 0.3453
N 0.654023 0.519282 -4.572171 -0.023 -0.094 0.000 -0.5511
C -0.453689 0.215455 -5.247602 0.021 0.085 0.010 -0.3906
C -0.926312 -1.076249 -5.409065 0.000 -0.018 0.010 -0.2317
C -0.205286 -2.115660 -4.838382 -0.011 -0.003 -0.007 -0.6349
C 0.948890 -1.822459 -4.133984 -0.043 -0.077 -0.055 -0.0225
C 1.333472 -0.492802 -4.029046 0.055 0.196 0.025 -0.3519
H -0.985012 1.057842 -5.680470 -0.036 -0.032 -0.019 0.3609
H -1.834403 -1.262678 -5.967824 -0.001 0.020 -0.010 0.3693
H -0.539672 -3.140498 -4.941794 0.005 -0.004 0.003 0.3951
H 1.542526 -2.597207 -3.671776 0.014 0.049 0.015 0.3720
H 2.228669 -0.222231 -3.480449 0.005 -0.103 0.042 0.6111
N -6.340350 1.858013 3.687187 -0.059 0.040 0.060 -0.3397
C -6.993336 2.354371 2.639038 0.163 -0.002 -0.083 -0.2000
C -8.368090 2.527167 2.600471 -0.044 -0.013 0.027 -0.4581
C -9.107124 2.161869 3.713362 -0.032 -0.002 0.006 -0.2538
C -8.443827 1.642040 4.813464 -0.005 0.010 -0.032 -0.4441
C -7.064807 1.512616 4.749301 0.074 -0.015 0.014 -0.1887
H -6.375884 2.623403 1.788523 -0.063 0.030 -0.039 0.4465
H -8.843492 2.937354 1.720222 0.026 0.005 -0.018 0.3815
H -10.183215 2.279796 3.723573 -0.001 0.001 0.002 0.3572
H -8.981765 1.342948 5.702479 0.014 -0.006 0.014 0.3529
H -6.505817 1.112395 5.588378 -0.044 -0.011 0.024 0.3511
N -6.483726 4.058782 -1.725871 0.012 -0.136 -0.020 -0.5803
C -5.244515 3.575518 -1.808668 -0.025 0.126 0.049 -0.2301
C -4.941769 2.298545 -2.257217 0.026 0.000 0.007 -0.3687
C -5.984391 1.472412 -2.639760 -0.006 -0.057 -0.025 -0.2549
C -7.280114 1.956483 -2.561297 0.003 0.001 0.004 -0.3010
C -7.473538 3.249814 -2.101511 -0.013 0.119 0.048 -0.2439
H -4.457649 4.253523 -1.497342 0.047 -0.038 -0.017 0.4101
H -3.914952 1.962888 -2.304166 0.011 0.012 0.011 0.4264
H -5.790143 0.468391 -2.994151 0.008 -0.001 0.004 0.3870
H -8.124341 1.345665 -2.850687 -0.016 0.012 0.002 0.3612
H -8.471189 3.669560 -2.027492 -0.032 -0.054 -0.023 0.3961
```
Forces are in eV/Å.

## Properties
LUMO, eV: 1.79
F_max, eV Å⁻¹: 3.149
HOMO-LUMO gap, eV: 6.128
Net charge: -1
E_HOMO, eV: -4.34

=====

No. 2
Entry from OMol25: C24H16Br4IrN5O4 as an isolated structure (wB97M-V/def2-TZVPD).

```
54
Properties=species:S:1:pos:R:3:forces:R:3:mulliken_charge:R:1
Ir -0.124867 0.588036 -0.254440 -0.124 0.025 -0.165 1.4782
O 2.856088 -1.859317 1.025908 0.096 0.030 -0.018 -0.6938
C 1.971848 -1.043864 0.860181 -0.526 -0.244 0.293 0.3146
N 1.130058 -0.923638 -0.178935 0.835 0.406 -0.351 -0.4077
C 0.849556 -1.988557 -1.107589 -0.176 -0.187 0.249 -1.0487
C -0.658154 -2.123341 -1.084684 -0.003 0.051 -0.075 0.7177
C -1.338900 -3.225535 -1.550880 -0.019 -0.035 0.044 -0.9343
C -2.723344 -3.263709 -1.444453 0.020 -0.019 -0.033 -0.1707
C -3.387185 -2.201843 -0.864040 -0.007 0.013 0.101 -0.8496
C -2.651867 -1.117004 -0.425535 0.006 -0.153 0.245 -0.4527
N -1.323362 -1.077695 -0.535526 0.007 0.043 -0.067 0.1978
C 1.523923 -0.102963 1.962200 0.018 0.022 -0.085 0.6656
C 2.244215 0.085357 3.121234 -0.019 -0.066 0.034 -0.7864
C 1.723468 0.913981 4.103275 -0.017 -0.005 -0.011 -0.3857
C 0.481992 1.499886 3.901061 -0.006 -0.048 0.027 -0.7868
C -0.186662 1.267077 2.714629 -0.237 -0.149 0.013 -0.2491
N 0.324989 0.484572 1.759005 0.167 0.271 -0.195 0.1126
H 1.311242 -2.913894 -0.756960 0.053 0.014 -0.049 0.6854
H 1.218948 -1.788648 -2.117580 -0.080 0.057 -0.012 0.2524
H -0.785382 -4.051836 -1.975039 -0.005 0.009 -0.028 0.4837
H -3.274444 -4.118052 -1.813471 0.007 -0.017 0.019 0.4327
H -4.462204 -2.186216 -0.765672 -0.008 -0.004 -0.001 0.4619
H -3.122083 -0.256344 0.025775 0.008 -0.005 -0.013 0.6452
H 3.190937 -0.427537 3.221830 0.008 0.015 -0.001 0.5276
H 2.273629 1.096563 5.016326 -0.005 -0.008 0.007 0.4786
H 0.028349 2.133466 4.649376 0.002 0.001 0.003 0.4545
H -1.161708 1.692561 2.513237 0.037 0.063 -0.043 0.5836
Br -4.011173 5.041146 -4.123768 -0.017 0.084 -0.022 -0.0990
C -2.773313 3.792932 -3.513011 0.228 0.334 0.152 0.4497
C -1.948550 3.083315 -4.483523 0.101 -0.169 0.065 0.1638
Br -2.063564 3.442869 -6.308207 0.040 0.059 -0.098 -0.0439
C -1.143645 2.099266 -4.083879 -0.103 0.107 -0.116 -0.9585
Br -3.671584 0.834616 -2.573289 0.297 -0.036 -0.028 -0.1695
C -1.002088 1.650926 -2.762273 -0.272 0.085 0.290 1.3311
O -0.206001 0.791227 -2.323753 0.049 -0.195 0.003 -0.8621
C -1.790915 2.432130 -1.728420 -0.623 -0.887 -0.465 -0.0854
O -1.557466 2.170796 -0.537243 0.275 0.243 0.517 -0.8016
C -2.673732 3.496942 -2.192400 -0.046 0.375 -0.205 -0.0709
Br -3.666152 4.347471 -0.868861 -0.004 -0.010 0.047 -0.0481
N 4.327776 6.156047 0.298238 -0.019 0.017 0.050 -0.3662
C 4.506188 4.830421 0.496746 -0.028 0.009 -0.044 0.0362
O 5.517162 4.327453 0.930388 0.029 0.006 -0.054 -0.5662
C 3.323933 3.947563 0.175182 0.009 -0.039 0.057 0.6556
C 2.049084 4.206580 0.658608 -0.006 0.028 -0.060 -0.7983
C 1.056630 3.265524 0.467109 -0.028 0.027 -0.026 -0.1254
N 1.279022 2.120596 -0.190453 0.064 -0.079 -0.005 0.2049
C 2.497056 1.895110 -0.712047 -0.013 0.010 -0.026 -0.3587
C 3.542946 2.774404 -0.533878 -0.009 0.005 0.006 -0.8360
H 5.105807 6.770564 0.475915 -0.002 0.000 0.003 0.2417
H 3.523341 6.521211 -0.178798 0.011 -0.002 -0.019 0.2142
H 1.826672 5.111849 1.207025 0.006 -0.015 0.029 0.4837
H 0.054161 3.416213 0.844086 0.007 -0.011 0.009 0.6090
H 2.614754 0.971584 -1.261574 0.017 -0.021 0.040 0.5647
H 4.524629 2.540475 -0.920665 0.006 -0.006 0.014 0.5092
```
Forces are in eV/Å.

## Properties
Spin multiplicity: 2
LUMO (alpha / beta), eV: -4.99 / -4.96
F_max, eV Å⁻¹: 1.179
HOMO-LUMO gap (alpha / beta), eV: 6.370 / 6.366
Net charge: +1
E_HOMO (alpha / beta), eV: -11.36 / -11.33

=====

- Among the records above, which one has the lowest net charge?
  C29H39BF4N6NbO3